No. 1
21
Properties=species:S:1:pos:R:3:forces:R:3:nbo_charge:R:1 method="wB97M-V/def2-TZVPD" homo_lumo_gap_ev=10.49 molar_mass_g_mol=142.2 homo_ev=-10.426 smiles=O.O.O.O.O.O.S spin_multiplicity=1
S -2.58892 2.73894 2.21398 0.2 -0.1 -0.1 -0.303
H -3.19496 3.86795 1.83066 -0.1 0.0 0.1 0.151
H -3.51486 2.42735 3.12735 -0.1 0.1 0.0 0.153
H -2.71390 -1.59043 1.60436 0.1 -0.3 -0.2 0.472
H -4.10786 -1.13134 1.87137 -0.2 -0.1 -0.1 0.459
O -3.62938 -1.84890 1.44358 0.1 0.4 0.2 -0.931
H 1.61755 1.82494 -0.16054 -0.2 -0.1 -0.3 0.464
H 3.07750 2.02522 -0.27157 0.2 0.1 -0.3 0.466
O 2.28522 2.04613 -0.82062 0.0 -0.1 0.5 -0.930
H 1.37865 -3.81089 0.04045 0.0 0.3 0.4 0.487
H 2.83082 -3.99178 0.47130 0.0 0.0 0.1 0.458
O 1.93481 -3.97187 0.82018 0.0 -0.1 -0.3 -0.949
H 4.60197 0.61482 -3.63360 -0.1 0.1 -0.1 0.469
H 6.04614 0.20270 -3.74160 0.0 0.1 -0.2 0.465
O 5.39504 0.78362 -4.15365 0.0 -0.2 0.3 -0.934
H -0.37726 -2.87828 -1.55524 0.0 0.0 0.4 0.465
H -0.19110 -1.54792 -0.84600 0.0 0.1 0.3 0.494
O -0.16199 -2.50052 -0.68831 0.0 -0.3 -0.7 -0.959
H -0.97698 1.21041 -0.14039 0.1 -0.3 0.1 0.480
H -1.42377 0.51828 -1.39300 0.1 -0.2 0.0 0.478
O -0.90696 0.35682 -0.59266 -0.2 0.6 -0.2 -0.954

---

No. 2
7
Properties=species:S:1:pos:R:3:forces:R:3:nbo_charge:R:1 method="wB97M-V/def2-TZVPD" homo_lumo_gap_ev=9.35 molar_mass_g_mol=61.0 homo_ev=-9.363 spin_multiplicity=1
C 0.11149 0.44027 -0.38882 -0.2 0.4 0.1 0.056
N -0.17644 -0.97745 -0.13759 1.7 0.1 3.1 -0.306
O 0.84936 0.65276 0.79529 0.4 0.6 -0.5 -0.272
O 0.40316 -0.55561 1.42172 -1.8 -1.5 -3.0 -0.153
H 0.73176 0.56774 -1.28419 -0.1 0.1 0.2 0.172
H -0.76684 1.09990 -0.42217 0.0 -0.2 -0.1 0.152
H -1.15249 -1.22762 0.01577 0.0 0.5 0.2 0.351

---

No. 3
17
Properties=species:S:1:pos:R:3:forces:R:3:nbo_charge:R:1 method="wB97M-V/def2-TZVPD" homo_lumo_gap_ev=9.88 molar_mass_g_mol=107.1 homo_ev=-9.322 smiles=NC[C@@H](O)CCF spin_multiplicity=1
C -0.22223 -0.51196 1.48112 1.7 -4.3 1.1 -0.258
C 0.78967 0.32825 0.84253 -0.2 5.4 0.1 0.072
C -0.05187 1.33646 -0.05811 1.9 1.6 -3.3 -0.462
C -0.37280 0.75414 -1.44086 -3.4 -0.3 2.6 0.016
H 0.48149 -2.19078 0.56288 -3.1 1.4 0.0 0.346
H -0.49597 -1.13467 -0.43148 -0.6 -2.8 3.3 0.352
H 0.29142 -1.08370 2.33372 -1.1 1.4 -0.3 0.190
H -1.07744 0.08594 1.78695 0.0 -0.3 0.1 0.209
H 1.04456 1.06905 1.66964 1.0 -1.0 -0.8 0.176
H 2.67244 0.17056 0.11698 0.5 0.9 0.4 0.491
H -0.88219 1.91816 0.48759 1.2 -1.2 -1.1 0.241
H 0.56261 2.12882 -0.73803 0.0 -0.7 3.1 0.209
H -0.47017 1.51507 -2.17064 -0.6 0.5 -0.9 0.173
H 0.27466 0.00322 -1.72393 2.1 -1.0 -0.7 0.189
N -0.52358 -1.66810 0.59122 2.8 0.8 -3.5 -0.809
O 1.85184 -0.29659 0.11761 -1.8 -0.8 0.7 -0.736
F -1.60086 0.01405 -1.32458 -0.3 0.6 -0.9 -0.398

---

LUMO: 0.003 -0.001 0.020 (hartree)
Energy relative to the best compared isomer or geometry (same formula, charge and spin): 1.382 7.150 3.104 (eV)